1.
Computed, not measured: a molecular structure, C5H3NO7 at a distorted geometry, with ωB97M-V with the def2-TZVPD basis set.

Each line ends with the natural charge from an NBO analysis.
Element x y z (Å)
C 1.731 -0.098 -0.510  0.7691
N -0.794 0.735 2.671  -0.4104
H -1.288 -1.661 -0.464  0.4914
O 2.728 -0.743 -0.290  -0.7059
H 0.767 1.529 -1.006  0.4866
O 1.771 1.100 -1.105  -0.7434
O -0.429 2.014 -1.201  -0.7657
C 0.426 -0.771 0.035  0.4141
O -1.911 -0.943 0.015  -0.7440
C -0.912 0.052 0.220  -0.0537
O 0.200 -1.739 -0.847  -0.8517
H 1.726 -1.456 1.311  0.4778
O 0.797 -1.164 1.450  -0.7979
C -1.353 1.251 -0.770  0.7932
C -0.905 0.576 1.549  0.3389
O -2.551 1.319 -1.058  -0.6985

Forces on atoms 1 to 2 (eV/Å):
-0.6 1.7 0.7
-0.3 1.1 1.6

The highest occupied orbital energy comes out at -1.35 eV. The spin multiplicity is 1. The net charge is -2.

=====

2.
Computed, not measured: a single C5H3NOS molecule at a distorted geometry, with ωB97M-V with the def2-TZVPD basis set.

Each line ends with the natural charge from an NBO analysis.
Element x y z (Å)
C 0.006 -1.205 -0.217  0.3408
C 2.491 -0.089 -0.043  0.5728
C -1.481 0.359 0.147  -0.3710
H 4.214 0.972 -0.074  0.3724
C -1.327 -0.984 0.073  -0.3682
C 0.897 -0.198 -0.254  -0.3836
O 2.947 -1.232 0.123  -0.5553
H -2.226 1.015 0.527  0.2449
S -0.004 1.234 -0.046  0.6264
N 3.146 1.084 0.054  -0.7511
H -2.006 -1.910 0.122  0.2717

Forces on atoms 1 to 2 (eV/Å):
1.9 2.9 -0.4
2.4 0.0 0.4

The energy relative to the best compared isomer or geometry (same formula, charge and spin) comes out at 601.1 kJ/mol. The highest occupied orbital energy (spin up / spin down) comes out at -8.77 / -8.30 eV. The spin multiplicity is 1.

=====

3.
Computed, not measured: a molecular structure, C5H3O6Pt at a distorted geometry, with ωB97M-V with the def2-TZVPD basis set.

Each line ends with the natural charge from an NBO analysis.
Element x y z (Å)
H 0.653 0.819 2.667  0.4763
O 2.711 0.009 -1.725  -0.3457
C 0.906 0.030 -4.479  0.4627
C 1.661 0.003 -1.247  0.4833
O -0.173 3.145 -0.355  -0.3441
C -0.168 1.993 -0.415  0.4801
C -0.130 -2.005 -0.376  0.4807
O 0.820 0.025 -5.619  -0.4551
H -0.987 -0.029 -1.962  -0.0558
O -0.111 -3.154 -0.289  -0.3437
C -1.979 -0.015 0.412  0.4757
H 0.647 -0.735 2.694  0.4764
Pt -0.206 -0.007 -0.527  0.4819
O 1.208 0.037 2.504  -0.9240
O -2.954 -0.018 1.037  -0.3489

Forces on atoms 1 to 2 (eV/Å):
0.3 -0.4 0.2
-3.6 0.0 1.4

The energy relative to the best compared isomer or geometry (same formula, charge and spin) comes out at 0.0 kJ/mol. The highest occupied orbital energy (spin up / spin down) comes out at -11.60 / -15.57 eV. The spin multiplicity is 3. The net charge is +1.

=====

4.
Computed, not measured: a single C5H4 molecule, with ωB97M-V with the def2-TZVPD basis set.

Each line ends with the natural charge from an NBO analysis.
Element x y z (Å)
C 0.658 -0.130 0.171  -0.3952
C -1.300 -1.685 -0.729  -0.2014
H -1.652 -2.254 -1.576  0.2288
C 0.417 1.251 0.379  -0.0481
H 1.576 -0.564 0.556  0.2418
H 0.030 3.460 0.763  0.2362
C -0.289 -1.002 -0.361  -0.2917
H -0.220 -1.516 0.676  0.4452
C 0.216 2.424 0.589  -0.2156

Forces on atoms 1 to 2 (eV/Å):
0.0 0.0 0.0
0.3 0.2 0.2

The energy relative to the best compared isomer or geometry (same formula, charge and spin) comes out at 374.2 kJ/mol. The highest occupied orbital energy comes out at -7.63 eV. The spin multiplicity is 1.

=====

5.
Computed, not measured: 14 unconnected molecules or ions with the total composition C5H40N2O14 at a distorted geometry, with ωB97M-V with the def2-TZVPD basis set.

Each line ends with the natural charge from an NBO analysis.
Element x y z (Å)
O 0.134 0.408 2.662  -0.9716
H 2.175 -0.847 3.903  0.4828
C -1.919 -1.108 -2.392  -0.0760
H 1.619 -2.122 0.026  0.5138
C -2.499 1.627 -1.199  -0.2257
N -1.785 -0.333 -3.660  -0.8432
C -1.297 -2.464 -2.691  -0.0814
H 1.864 1.963 0.219  0.4950
O 4.044 0.716 1.213  -0.9705
H -1.902 -2.980 -3.449  0.1974
H -2.465 0.113 0.242  0.2256
O 1.139 1.362 0.389  -1.0037
H -2.946 -1.202 -2.052  0.2121
H 2.158 0.613 -3.243  0.4990
H -3.199 2.253 -0.647  0.1868
H 0.818 -3.187 1.345  0.4941
H 2.325 -3.456 -0.451  0.4974
H -0.260 -2.465 -3.037  0.1740
H -0.039 2.810 0.883  0.4766
O -2.271 -1.691 3.075  -0.9540
H 0.047 1.570 -3.053  0.5091
H -1.835 0.676 -3.597  0.3630
O 0.938 1.890 -2.879  -0.9798
H -0.460 -1.183 -0.811  0.1929
H 0.722 2.161 3.279  0.4953
O 2.741 -0.825 -0.551  -1.0455
H 2.747 -0.538 -1.489  0.5091
H -3.179 1.332 -2.013  0.1881
H 0.714 0.286 1.905  0.4907
H 3.923 0.026 1.879  0.5150
O -0.516 3.630 1.074  -0.9715
H -0.999 1.123 0.167  0.2186
H 1.279 -3.988 2.478  0.4753
H -0.458 3.745 2.025  0.4849
H -0.853 2.808 -1.205  0.3655
H 3.588 0.710 -3.200  0.4704
H -0.864 -3.373 -0.974  0.4748
N -1.595 2.629 -1.874  -0.8780
O 1.463 2.712 2.972  -0.9603
O -1.580 -3.383 -1.621  -0.7285
H 1.612 2.301 2.112  0.4523
O -4.358 1.514 2.825  -0.9416
H -0.848 -0.536 -3.991  0.3397
O 2.447 -1.312 3.111  -1.0039
O 0.626 -3.311 2.309  -0.9812
O 1.486 -3.057 -0.238  -0.9912
C -1.744 0.579 -0.429  -0.4477
H -3.558 0.987 2.918  0.4753
C -1.003 -0.382 -1.345  -0.4195
H -4.148 2.227 2.217  0.4679
H -2.128 -2.182 3.888  0.4820
H 3.376 -0.245 -0.069  0.5080
H 1.211 0.535 -0.109  0.5254
H -1.507 -1.831 2.522  0.4744
H 3.769 1.548 1.572  0.4847
H 1.084 2.695 -3.363  0.4880
H -0.119 0.037 -1.830  0.1906
H -0.728 0.102 2.379  0.4776
O 2.923 0.006 -3.168  -0.9627
H -2.091 3.500 -2.002  0.3665
H 1.763 -1.961 2.887  0.4980

Forces on atoms 1 to 2 (eV/Å):
-0.4 -0.4 0.5
-0.3 0.0 0.0

The energy relative to the best compared isomer or geometry (same formula, charge and spin) comes out at 378.2 kJ/mol. The highest occupied orbital energy comes out at -9.25 eV. The spin multiplicity is 1.

=====

6.
Computed, not measured: 14 unconnected molecules or ions with the total composition C5H40N3O13 at a distorted geometry, with ωB97M-V with the def2-TZVPD basis set.

Each line ends with the natural charge from an NBO analysis.
Element x y z (Å)
H 2.674 -1.047 1.583  0.4517
C 1.301 -0.402 -1.639  0.0682
H 2.905 -1.767 -2.531  0.2391
H -3.336 2.479 0.986  0.4965
O 3.623 0.500 2.943  -0.9589
H -4.174 1.094 2.256  0.4695
O -3.062 -0.848 -3.332  -0.9908
H -0.609 -1.713 0.952  0.4962
C 1.907 0.845 -1.679  -0.0431
H 0.700 2.047 3.288  0.4928
H -2.629 2.597 -2.809  0.4408
H 0.369 2.876 0.885  0.5181
H -1.167 -5.187 1.322  0.4917
O -2.889 1.989 0.238  -0.9740
H -3.702 1.787 -0.312  0.4712
H 5.747 0.428 -0.636  0.4656
C 2.582 -2.218 -0.381  -0.0438
H -0.635 1.728 1.461  0.4959
O -3.720 -1.508 0.019  -1.0033
H -1.653 -4.304 0.120  0.4735
H -1.811 3.547 -2.675  0.4338
H 2.044 2.819 -1.362  0.3744
H 0.900 1.353 4.679  0.4743
H -3.433 -1.582 -0.914  0.4995
H 2.937 0.856 -1.907  0.1825
O 1.141 2.078 4.144  -0.9772
H -2.369 -1.586 2.467  0.4709
O -1.005 -4.405 0.765  -0.9635
H -0.512 0.212 -0.789  0.3893
H 3.621 -0.546 0.396  0.4538
H 4.621 -2.675 0.279  0.2422
O 5.231 0.562 0.038  -0.9421
H 1.596 -2.661 -0.096  0.2430
N 2.765 -0.997 0.587  -0.7073
H -4.391 0.449 0.954  0.4770
O -4.751 1.143 1.457  -0.9399
H -4.325 -2.326 0.312  0.5068
C 3.782 -3.089 -0.237  -0.6810
O 0.273 2.004 1.448  -0.9930
H 5.544 1.423 0.433  0.4930
H -3.490 -0.764 2.238  0.4471
C 2.087 -1.647 -1.758  -0.4603
O -3.133 -1.328 2.867  -0.9204
H -2.515 -1.224 -4.089  0.4896
H 4.161 1.369 2.957  0.4851
H 3.669 -4.122 0.186  0.2594
H -3.333 0.079 -3.604  0.4963
H -0.186 -0.137 0.873  0.4757
O -2.822 1.805 -3.317  -0.9060
O -0.914 3.589 -2.306  -0.9133
H 1.399 -2.360 -2.232  0.2394
N 1.326 2.085 -1.409  -0.8590
H -0.679 -0.894 -2.007  0.3989
H 0.724 2.316 -2.249  0.4159
H 1.992 -0.323 0.429  0.4437
H -3.213 1.239 -2.461  0.4705
H 2.788 0.801 3.052  0.4760
N -0.053 -0.574 -1.281  -0.8834
H 4.398 -3.276 -1.188  0.2401
H -0.834 4.612 -2.169  0.4890
O -0.723 -0.846 1.386  -0.9775

Forces on atoms 1 to 2 (eV/Å):
0.6 -1.3 1.0
0.7 3.7 -0.3

The energy relative to the best compared isomer or geometry (same formula, charge and spin) comes out at 513.5 kJ/mol. The highest occupied orbital energy comes out at -11.05 eV. The spin multiplicity is 1. The net charge is +1.

=====

7.
Computed, not measured: 15 unconnected molecules or ions with the total composition C5H42N2O14 at a distorted geometry, with ωB97M-V with the def2-TZVPD basis set.

Each line ends with the natural charge from an NBO analysis.
Element x y z (Å)
H -2.127 -2.588 -2.898  0.4859
H 0.793 2.466 -2.380  0.5160
H 3.647 -0.800 0.169  0.5057
O 3.827 -0.535 -0.746  -0.9725
H -2.795 -2.656 0.303  0.5064
O 2.670 2.212 -0.122  -0.9933
C -0.153 0.586 -0.266  -0.4438
C -2.506 1.553 -0.822  -0.6313
H -1.682 3.060 2.428  0.4897
H -2.449 -1.153 2.477  0.5094
H 0.038 0.744 -3.749  0.4848
H 0.403 -3.973 -2.244  0.5112
O -2.882 -1.932 2.036  -1.0097
H 2.793 1.261 -0.326  0.5148
O 0.814 1.124 -3.320  -1.0032
H 1.709 -1.732 -2.158  0.5002
H -0.315 -3.759 1.626  0.3735
O 0.741 3.420 -2.099  -1.0153
N 0.607 -3.508 1.337  -0.9043
H 1.372 0.287 -3.189  0.5121
C 1.262 -2.247 1.833  -0.0506
H 0.657 0.485 -0.977  0.2190
O -2.035 0.224 3.415  -0.9815
H 4.795 -0.597 -0.704  0.4895
O -4.489 1.613 1.607  -0.9442
H 0.895 3.966 -2.873  0.4714
H 1.478 3.131 0.861  0.4997
H 0.188 0.351 1.818  0.1865
O 0.923 -3.392 -1.670  -0.9633
H -1.349 0.293 -2.099  0.2094
H -0.710 2.763 1.178  0.5287
C -1.508 0.414 -1.008  -0.4200
O -1.282 2.382 1.868  -1.0139
O 0.749 3.773 0.651  -1.0032
C 0.012 -0.317 0.980  -0.2275
H -3.648 -2.095 2.602  0.4763
H 3.900 2.026 1.434  0.4921
H 0.943 4.060 -0.272  0.5099
H 1.730 -3.903 -1.517  0.4802
H -2.171 2.450 -1.407  0.2148
H 2.931 -0.744 -2.266  0.5049
H 3.931 0.994 2.597  0.4663
H -0.107 1.598 0.144  0.2199
O 2.133 -1.065 -2.729  -0.9797
H -2.657 1.915 0.187  0.2009
O 4.486 1.545 2.039  -0.9695
H -1.459 -3.314 0.052  0.4661
H -0.874 -0.946 1.329  0.1742
H 0.808 -3.576 0.352  0.3720
H 1.133 -1.454 -0.178  0.3667
H -2.803 0.603 3.868  0.4837
O -2.292 -3.130 -0.405  -0.9874
H -1.715 0.950 2.837  0.5157
H -3.841 0.911 1.468  0.4758
O -1.276 -2.137 -2.930  -0.9681
H -4.227 2.314 0.999  0.4727
H -1.926 -0.549 -0.667  0.2036
H 2.335 -2.558 1.942  0.1637
H -1.059 -1.861 -2.036  0.4837
H 3.053 2.780 -0.797  0.4999
H 0.944 -1.899 2.818  0.2090
N 1.175 -1.223 0.801  -0.6924
H -3.535 1.386 -1.198  0.2087

Forces on atoms 1 to 2 (eV/Å):
0.1 0.2 0.5
-0.1 0.8 -0.2

The energy relative to the best compared isomer or geometry (same formula, charge and spin) comes out at 246.0 kJ/mol. The highest occupied orbital energy comes out at -8.74 eV. The spin multiplicity is 1.

=====

8.
Computed, not measured: 19 unconnected molecules or ions with the total composition C5H43FN2O21S at a distorted geometry, with ωB97M-V with the def2-TZVPD basis set.

Each line ends with the Löwdin charge.
Element x y z (Å)
O 4.086 1.428 0.931  -0.2254
H -1.054 2.127 2.672  0.0848
H -2.598 -5.784 -3.066  0.0586
H -1.930 -4.279 2.737  0.0120
H 1.236 -0.170 5.260  0.0549
H -1.281 -5.736 -0.434  -0.0235
O -2.005 -5.409 -2.407  -0.0389
O -0.589 -2.872 4.182  -0.0628
O -1.702 -3.143 -0.388  -0.0480
H -2.228 -3.582 1.419  -0.0074
O 4.924 -4.116 0.236  -0.0512
C 1.491 -0.165 1.839  -0.1719
H -1.377 -5.413 6.577  0.0456
O 2.471 -3.941 1.918  -0.0615
S 2.826 1.421 0.285  0.6330
H -2.626 7.522 -3.267  0.0458
C -0.476 1.334 0.225  -0.4147
H -4.504 8.231 -4.185  -0.0109
O -0.761 -6.069 0.305  -0.0497
H 0.585 2.556 3.162  0.0848
H 2.865 -3.783 1.052  0.0179
O 0.008 5.762 -4.090  -0.0541
H -2.444 -1.001 3.744  0.0216
H -1.460 -3.057 4.545  0.0185
H -2.319 -3.846 -0.620  0.0294
O -5.436 8.477 -4.162  -0.0649
O -0.148 0.689 -4.529  -0.0511
O -2.171 -0.083 3.815  -0.0664
H -1.276 -0.122 4.182  -0.0064
F 2.773 0.160 -0.589  -0.0996
H 5.631 -4.735 0.035  0.0444
H -0.859 -3.449 -0.735  0.0505
H 0.930 0.791 4.130  -0.0025
H -1.414 -6.279 0.979  0.0383
H -0.325 5.054 -4.656  0.0189
H -2.320 0.425 0.059  0.0991
O 0.147 3.215 -6.180  -0.0507
H -1.014 -0.704 0.153  0.0746
N 0.450 1.863 1.209  -0.1345
C -0.115 2.555 2.349  -0.0092
H 0.671 2.805 -6.872  0.0430
H 2.891 3.753 -2.613  0.0148
H 1.964 3.493 -3.788  0.0228
H -1.834 6.730 -4.298  0.0015
H -1.132 -5.728 -2.662  0.0596
H -1.579 0.109 1.617  0.0547
H -5.873 7.761 -4.630  0.0302
H 1.297 -2.233 2.635  0.0155
H 3.099 -4.530 2.344  0.0393
C -1.392 0.216 0.563  0.0287
O 2.620 4.117 -3.464  -0.0498
O 6.002 -0.591 2.069  -0.0642
H -0.287 3.590 2.099  0.0917
H 0.951 5.777 -4.281  0.0331
O 0.552 0.419 4.930  -0.0406
H 0.424 0.253 -3.892  0.0465
H 0.009 -3.247 4.834  0.0421
O -2.710 7.098 -4.126  -0.0579
N 1.631 1.141 1.447  -0.1475
H 5.309 -3.467 0.839  0.0421
H -1.023 0.315 -4.368  0.0414
H -2.544 2.496 -3.442  0.0398
O 2.447 2.526 -0.495  -0.2001
H -0.228 2.476 -5.688  -0.0008
O -0.483 1.864 -0.844  0.1323
H -2.390 -5.715 5.484  0.0473
C 1.247 -1.266 2.224  0.1676
H 5.552 0.043 1.494  -0.0092
H -1.509 1.734 -2.626  -0.0076
H 6.926 -0.534 1.808  0.0327
O -2.418 1.680 -2.949  -0.0654
O -1.582 -5.221 5.657  -0.0436
O -2.598 -3.738 2.305  -0.0677

Forces on atoms 1 to 2 (eV/Å):
0.3 -0.7 0.1
-0.3 -0.3 0.2

The highest occupied orbital energy comes out at -9.76 eV. The spin multiplicity is 1.

=====

9.
Computed, not measured: a molecular structure, C5H4AgO4 at a distorted geometry, with ωB97M-V with the def2-TZVPD basis set.

Each line ends with the natural charge from an NBO analysis.
Element x y z (Å)
H -2.065 -0.975 2.536  0.2862
C 0.527 -2.734 -1.432  -0.2071
O 0.523 1.382 2.525  -0.4557
C -1.122 -0.461 2.598  0.0604
Ag 0.487 3.796 -0.963  0.0717
C -0.296 0.415 2.806  0.4698
O -0.091 0.612 -2.306  -0.6138
O 0.309 1.754 -0.461  -0.6984
C 0.020 0.708 -1.027  1.0257
H 0.613 1.544 1.569  0.5622
C 0.359 -1.631 -0.964  0.1837
H 0.039 -0.296 -2.653  0.5322
H 0.634 -3.690 -1.914  0.2814
O 0.063 -0.425 -0.312  -0.4981

Forces on atoms 1 to 2 (eV/Å):
0.3 -0.3 0.2
-0.3 1.5 0.4

The energy relative to the best compared isomer or geometry (same formula, charge and spin) comes out at 0.0 kJ/mol. The highest occupied orbital energy (spin up / spin down) comes out at -8.44 / -13.35 eV. The spin multiplicity is 3. The net charge is +1.

=====

10.
Computed, not measured: a molecular structure, C5H4BCl16GaO4 at a distorted geometry, with ωB97M-V with the def2-TZVPD basis set.

Each line ends with the natural charge from an NBO analysis.
Element x y z (Å)
C -2.696 0.639 -1.585  -0.2347
H 2.370 -3.705 1.232  0.4740
Cl -3.693 0.590 -3.064  -0.0186
Cl -2.598 -0.943 -0.859  0.2094
Cl -3.663 4.147 1.518  0.0783
H 1.400 -1.079 -0.593  0.4939
Cl -0.302 6.507 -4.215  0.0199
Cl 3.966 -3.205 5.987  0.0159
O 2.672 -3.775 0.320  -0.9846
H -0.628 -2.287 -2.196  -0.3553
Cl -3.419 1.811 -0.445  -0.0338
C -2.154 4.828 2.115  -0.2244
Cl 5.439 -3.916 3.605  0.0427
Cl -1.806 4.047 -4.385  0.0721
O 2.219 -1.546 -0.412  -0.9642
C 3.992 -3.098 4.212  -0.2267
Ga 0.077 -3.521 -1.420  0.1528
Cl -0.218 4.598 -2.049  0.0741
Cl 4.033 -1.401 3.730  0.0615
Cl -1.073 1.215 -2.010  0.0083
O -1.146 -5.160 0.656  -0.8184
Cl -2.077 4.649 3.874  0.0430
Cl -0.793 3.987 1.378  0.0808
B 1.850 -2.901 -0.415  0.7302
C -1.242 -4.049 0.114  0.5302
Cl -2.080 6.550 1.698  0.0293
Cl 2.558 -3.866 3.556  0.1075
O -2.080 -3.141 0.445  -0.8744
C -0.315 4.780 -3.797  -0.2258
H 0.337 -4.745 -2.444  -0.3182
Cl 1.071 3.987 -4.552  0.0551

Forces on atoms 1 to 2 (eV/Å):
-0.1 -0.6 0.1
0.2 -0.1 -0.1

The highest occupied orbital energy comes out at 0.79 eV. The spin multiplicity is 1. The net charge is -2.